(1)
The following is a DFT calculation (ωB97M-V/def2-TZVPD) of a molecular structure, C28H26Cl2N4O12STi.

Spin multiplicity = 1
LUMO = -0.0677 hartree
HOMO-LUMO gap = 6.41 eV
Energy above the lowest of the compared OMol25 structures with the same formula, charge and spin = 69.4 kJ/mol

The geometry in XYZ format:
```
74
Properties=species:S:1:pos:R:3:forces:R:3
Ti 0.420207 0.089247 -0.444179 0.29 -0.27 -0.34
C -4.024944 -1.742332 1.885635 -0.05 -0.02 0.01
N -2.716472 -1.140473 1.652224 -0.01 0.03 -0.12
C -2.325853 -0.055135 2.553994 0.02 0.01 0.03
C -1.948036 -1.495207 0.657555 0.17 -0.16 -0.07
O -0.779356 -1.020194 0.534625 -0.58 -0.14 0.16
C -2.345325 -2.605852 -0.299361 -0.02 0.08 -0.39
O -1.556085 -2.567292 -1.466671 -0.03 0.21 0.11
C -2.144782 -2.080413 -2.668046 -0.01 -0.11 0.07
C -2.582242 -0.614911 -2.607456 0.00 -0.07 0.43
O -2.720688 -0.063618 -1.514077 0.16 -0.27 0.22
N -2.821240 -0.003087 -3.769546 0.09 0.05 -0.17
C -3.039814 1.438094 -3.790349 -0.01 -0.04 0.00
C -2.638953 -0.649730 -5.062074 0.01 0.04 0.00
H -4.218984 -1.723579 2.955331 0.00 0.00 0.00
H -4.044759 -2.779327 1.563504 0.00 0.01 0.00
H -4.801623 -1.176211 1.369219 0.01 -0.01 0.01
H -3.219979 0.510929 2.807298 0.01 -0.01 0.01
H -1.615919 0.597051 2.058134 0.00 0.00 0.00
H -1.876220 -0.460521 3.461383 0.01 0.00 0.00
H -3.410865 -2.564498 -0.523546 0.00 0.06 -0.03
H -2.132852 -3.555133 0.207532 -0.03 0.02 0.00
H -2.999250 -2.708270 -2.951926 0.01 0.02 0.04
H -1.372523 -2.200293 -3.424957 0.02 -0.02 0.04
H -2.877741 1.838609 -2.794548 -0.01 -0.01 0.00
H -4.055537 1.666049 -4.117603 0.00 0.01 0.00
H -2.330804 1.893424 -4.482454 0.02 0.00 -0.02
H -2.906884 -1.702854 -5.018084 0.00 0.01 -0.01
H -1.611960 -0.540437 -5.416837 0.02 0.02 0.00
H -3.308009 -0.175024 -5.777991 0.00 0.00 0.00
O 3.015317 2.581014 -5.218556 0.01 0.00 0.00
C 2.568056 1.992148 -4.283568 0.00 0.00 0.00
C 1.313986 1.091217 -4.286832 -0.03 0.00 0.01
O 0.610019 0.841889 -5.233445 -0.07 -0.03 0.00
C 1.192641 0.641873 -2.901712 -0.01 -0.01 -0.03
C 2.182627 1.139912 -2.097663 0.04 0.00 -0.04
O 2.181268 0.805353 -0.819835 0.13 0.02 -0.12
C 3.124463 1.996211 -2.840147 -0.01 0.01 0.00
O 4.098347 2.575765 -2.447599 0.00 0.01 0.01
O 0.291034 -0.159389 -2.349701 -0.04 0.08 -0.04
Cl -0.628036 4.561903 -1.739961 0.01 -0.01 0.02
C 0.128340 4.076704 -0.268634 0.04 0.02 -0.02
C 0.709191 5.047012 0.575626 0.01 -0.02 0.02
C 1.316282 4.681239 1.743307 0.00 0.03 -0.01
Cl 2.012481 5.898090 2.757116 0.00 0.00 0.00
C 1.385687 3.321079 2.140706 -0.02 -0.08 0.13
C 1.960032 2.814470 3.333959 0.00 0.03 0.00
C 1.900577 1.475250 3.603100 -0.04 -0.07 -0.03
C 1.310946 0.609354 2.660870 -0.05 -0.04 0.08
N 0.821069 1.043004 1.518346 0.19 0.09 -0.09
C 0.817124 2.383616 1.275244 0.00 0.11 -0.04
C 0.176361 2.752805 0.071911 -0.15 0.02 -0.02
O -0.351753 1.750730 -0.653942 0.04 0.26 0.08
H 0.667426 6.087270 0.286434 0.00 0.00 0.00
H 2.427501 3.497544 4.030194 0.00 0.00 0.00
H 2.301550 1.035398 4.507227 0.00 -0.01 0.03
H 1.236927 -0.448611 2.875605 0.04 -0.03 0.00
N 1.580209 -1.908495 -0.681114 -0.11 0.08 0.28
C 2.048878 -2.225494 0.642308 0.05 -0.04 0.00
C 1.284899 -3.057370 1.456646 0.02 -0.03 -0.03
C 1.588290 -3.164801 2.799215 -0.03 0.00 0.01
C 2.648136 -2.439371 3.334775 -0.02 0.05 0.01
C 3.478825 -1.714639 2.497537 0.00 -0.03 0.00
C 3.179477 -1.598798 1.143474 0.00 0.00 -0.03
S 2.680434 -2.186002 5.114656 0.03 0.20 0.00
O 3.835750 -1.333968 5.335876 -0.01 -0.06 -0.02
O 2.722617 -3.500075 5.711634 -0.01 -0.04 -0.01
O 1.404049 -1.482950 5.281822 -0.01 0.04 -0.06
H 2.342309 -1.782988 -1.337558 -0.03 0.03 -0.02
H 0.934155 -2.604382 -1.041254 0.00 0.00 -0.02
H 0.439987 -3.592403 1.035219 -0.01 0.00 0.00
H 0.974859 -3.762581 3.461624 0.00 0.01 0.01
H 4.312725 -1.178168 2.931117 0.00 0.00 0.01
H 3.782429 -0.969377 0.499241 0.00 0.00 0.00
```
Positions in Å, forces in eV/Å.

---

(2)
The following is a DFT calculation (ωB97M-V/def2-TZVPD) of a molecular structure, C28H26CoN3O8S3.

Total charge = -1
Spin multiplicity = 2
LUMO (spin up / spin down) = 0.0723 / 0.0723 hartree
HOMO-LUMO gap (spin up / spin down) = 6.85 / 7.15 eV
Energy above the lowest of the compared OMol25 structures with the same formula, charge and spin = 104.1 kJ/mol

The geometry in XYZ format:
```
69
Properties=species:S:1:pos:R:3:forces:R:3
Co 1.381250 0.517788 1.125891 0.87 0.07 0.63
O 4.580629 -1.237884 2.844633 -0.01 -0.04 0.07
C 3.575517 -0.998861 2.209389 0.01 -0.13 -0.07
N 2.453533 -0.317933 2.588580 -0.07 0.54 -0.27
C 2.087169 -0.158757 3.880468 -0.03 -0.18 -0.01
O 2.526715 -0.677281 4.892978 0.14 0.12 0.04
C 0.874209 0.729906 3.953253 0.08 -0.12 0.00
C 0.523606 1.403256 5.109844 -0.09 -0.02 0.12
C -0.591124 2.219968 5.085218 0.01 -0.01 -0.02
C -1.308822 2.340562 3.901789 -0.03 -0.06 0.04
C -0.875849 1.641050 2.791427 -0.11 -0.12 0.01
N 0.183288 0.831235 2.823775 -0.59 0.22 -0.65
C 3.435682 -1.498778 0.786555 -0.06 0.13 0.18
C 4.512162 -2.026603 0.097351 0.07 -0.07 -0.02
C 4.323294 -2.414628 -1.217334 -0.04 -0.01 0.00
C 3.057382 -2.295812 -1.774959 0.01 -0.02 0.02
C 2.033600 -1.789865 -0.990316 -0.08 -0.16 0.05
N 2.217332 -1.385828 0.263315 -0.13 -0.01 -0.53
H 1.133098 1.266947 5.991921 0.01 -0.01 -0.01
H -0.893130 2.766682 5.969832 0.00 0.00 0.00
H -2.189078 2.965537 3.836917 0.04 0.06 -0.02
H -1.374939 1.731128 1.834038 0.02 -0.02 0.00
H 5.464605 -2.102538 0.602920 0.00 0.05 -0.01
H 5.148542 -2.800579 -1.803308 0.00 0.00 0.01
H 2.863280 -2.564747 -2.805259 0.00 -0.04 0.02
H 1.023099 -1.699484 -1.370102 0.01 0.10 -0.01
O -1.090387 -1.540879 0.416286 0.06 -0.14 -0.07
S -2.104519 -2.556128 0.038226 0.08 -0.05 0.20
C -2.804948 -2.054863 -1.554825 -0.10 0.01 -0.14
C -2.816709 -0.541845 -1.750946 -0.14 0.03 -0.02
C -1.580478 -0.022918 -2.478557 0.23 -0.17 0.01
C -1.436639 1.491015 -2.402741 -0.12 0.19 0.02
S 0.102282 2.135740 -1.612198 -0.40 -0.28 -0.12
O 0.341037 1.012819 -0.630729 -0.06 -0.31 0.36
C 1.141841 1.784833 -3.036368 0.18 -0.01 0.02
C 0.880201 2.347486 -4.277463 -0.04 0.02 0.04
C 1.722230 2.072482 -5.345745 0.04 -0.05 -0.02
C 2.826331 1.248062 -5.168452 -0.05 0.02 0.04
C 3.098101 0.720468 -3.912438 -0.06 -0.02 -0.04
C 2.260253 0.992901 -2.840981 0.06 -0.03 0.10
C -3.550579 -2.175732 1.041628 -0.01 0.07 0.09
C -3.371820 -1.249096 2.055272 0.03 0.05 0.00
C -4.442732 -0.925464 2.880674 0.03 -0.04 -0.02
C -5.674187 -1.534497 2.693115 0.02 0.00 -0.02
C -5.833906 -2.488601 1.693443 -0.02 0.01 0.02
C -4.769655 -2.820408 0.871132 0.01 -0.03 0.00
H -3.805674 -2.489045 -1.578084 0.02 -0.03 -0.08
H -2.201544 -2.557138 -2.314623 0.01 0.04 0.00
H -2.898370 -0.039953 -0.782878 0.01 -0.06 0.03
H -3.713583 -0.287485 -2.322407 -0.02 0.11 0.05
H -1.625749 -0.338870 -3.524269 0.06 -0.04 -0.01
H -0.697754 -0.486230 -2.030584 -0.04 0.06 0.03
H -2.229412 1.940642 -1.798221 -0.04 -0.06 -0.02
H -1.473033 1.946746 -3.390522 -0.14 0.12 0.03
H 0.035867 3.013054 -4.416350 0.03 0.00 -0.01
H 1.516521 2.505669 -6.316788 0.00 0.01 0.00
H 3.479898 1.032361 -6.004667 0.01 0.01 0.00
H 3.975450 0.104907 -3.754606 0.00 0.01 0.00
H 2.493505 0.649313 -1.838632 -0.01 0.06 -0.07
H -2.393186 -0.798924 2.182753 -0.04 0.02 -0.03
H -4.303007 -0.202303 3.674051 -0.02 0.01 -0.01
H -6.511151 -1.276228 3.329045 0.01 -0.01 0.01
H -6.790331 -2.977573 1.557731 0.00 0.00 0.01
H -4.892880 -3.584482 0.111244 0.01 0.04 -0.01
O 3.717308 3.599647 0.803312 0.11 -0.20 0.01
S 2.630176 2.745927 0.388787 -0.20 0.57 -0.14
O 2.059529 3.185520 -0.916010 0.50 -0.05 0.15
O 1.512249 2.687929 1.383347 0.11 -0.02 0.17
O 3.054392 1.286675 0.251227 -0.11 -0.12 -0.09
```
Positions in Å, forces in eV/Å.

---

(3)
The following is a DFT calculation (ωB97M-V/def2-TZVPD) of a molecular structure, C28H26F6IN4O9S3TeW.

Spin multiplicity = 4
LUMO (spin up / spin down) = -0.0391 / -0.1087 hartree
HOMO-LUMO gap (spin up / spin down) = 7.39 / 5.50 eV
Energy above the lowest of the compared OMol25 structures with the same formula, charge and spin = 390.0 kJ/mol

The geometry in XYZ format:
```
79
Properties=species:S:1:pos:R:3:forces:R:3
W -0.098167 0.406874 -0.778885 -0.20 0.89 -0.40
O -2.204620 -0.326601 -3.900778 -0.08 0.03 0.08
S -0.896036 -0.048296 -3.401271 -0.32 -0.21 0.20
O 0.191962 0.018690 -4.317018 -0.09 0.04 -0.03
O -0.557244 -1.000973 -2.213937 0.44 -0.13 -0.20
O -0.927024 1.218972 -2.464928 0.39 -0.20 -0.27
F 0.675306 3.768931 -2.370208 -0.09 -0.09 0.02
C 1.545445 3.211034 -3.192236 0.17 0.00 0.00
F 0.944618 2.629893 -4.202217 -0.10 -0.01 0.00
F 2.361169 4.153910 -3.654413 0.10 0.11 -0.01
S 2.634768 1.982636 -2.306415 0.44 -0.31 -0.33
O 1.842716 0.871054 -1.759089 -0.23 0.30 -0.01
O 3.620449 1.593157 -3.253696 -0.10 0.04 0.03
N 3.276264 2.928534 -1.200479 -0.05 0.04 -0.41
S 2.968350 2.772451 0.319427 -0.39 -0.09 0.42
O 4.358627 2.788923 1.084471 0.45 0.07 -0.02
O -0.020180 2.043510 -0.229359 0.06 -0.99 0.13
C 2.627126 4.542429 0.727024 -0.19 0.22 -0.05
F 3.525773 5.355816 0.202595 0.06 -0.07 -0.02
F 2.613851 4.695551 2.044342 -0.05 -0.06 0.13
F 1.431140 4.822195 0.231042 0.03 0.06 0.03
I 5.543609 -4.696871 -3.369982 0.02 -0.01 -0.01
C 3.899434 -3.684286 -2.656942 -0.03 0.01 0.02
C 2.940645 -4.166137 -1.795311 0.02 -0.02 -0.04
N 2.071645 -3.155072 -1.611102 -0.06 -0.01 0.03
N 2.396475 -2.055375 -2.291296 0.15 0.11 -0.05
C 3.509552 -2.359772 -2.937981 -0.01 -0.06 0.02
H 2.819102 -5.126566 -1.325629 0.00 0.00 0.01
H 1.242670 -3.130607 -1.034000 0.01 0.00 0.00
H 3.983125 -1.633498 -3.579047 0.00 0.00 0.00
C -6.172334 3.899634 2.655527 0.00 0.00 0.00
C -5.248787 2.851994 2.099167 0.00 0.00 0.00
C -4.672977 1.893862 2.922150 0.02 0.01 0.00
C -3.833151 0.908740 2.416285 0.02 0.03 0.06
C -3.228933 -0.109156 3.348397 0.00 0.01 -0.03
C -3.566152 0.911500 1.045342 0.03 -0.09 0.08
Te -2.427592 -0.692555 0.287462 -0.08 0.30 -0.07
N 0.822058 -1.007995 0.117004 -0.16 0.61 -0.21
C 1.038592 -0.307755 1.245911 -0.23 0.25 0.41
O 0.087433 0.359639 1.741642 0.11 -0.58 0.66
C 2.423742 -0.076694 1.704457 0.05 -0.10 -0.34
C 3.460097 -0.319440 0.751646 0.11 -0.05 0.09
C 4.614161 0.384104 0.813843 -0.11 -0.17 0.05
C 4.734617 1.487342 1.798191 0.02 0.04 -0.03
C 3.841264 1.365213 2.978067 -0.03 -0.03 0.13
C 2.694348 0.659220 2.886390 -0.02 0.07 0.03
C -1.375816 -3.454457 -0.405895 0.01 -0.10 -0.02
C -1.475819 -3.827607 -1.717491 0.03 -0.01 -0.05
C -0.912005 -5.058113 -2.057123 0.01 0.00 0.00
C -0.291667 -5.824618 -1.080149 -0.01 0.01 0.00
C -0.229208 -5.384318 0.237038 0.00 0.01 0.02
C -0.789742 -4.159932 0.618272 0.03 -0.02 0.01
C -0.747298 -3.667720 2.039171 -0.01 -0.02 -0.02
C -4.116367 1.866827 0.186203 -0.03 0.07 -0.03
C -3.816492 1.888708 -1.284369 -0.01 0.00 -0.01
C -4.957453 2.822991 0.740026 0.02 0.01 -0.01
H -6.223452 3.846500 3.741929 0.00 0.00 0.00
H -7.182498 3.771435 2.262803 0.00 0.00 0.00
H -5.838831 4.899992 2.377016 0.00 0.00 0.00
H -4.877142 1.912445 3.986797 -0.01 0.00 0.00
H -3.408965 0.167673 4.385866 -0.02 -0.01 0.00
H -2.148541 -0.187267 3.206786 0.00 0.02 0.02
H -3.665326 -1.099262 3.187439 0.01 -0.01 0.00
H 3.264629 -1.016994 -0.056030 0.01 0.03 -0.02
H 5.404986 0.248130 0.087940 -0.03 0.02 -0.03
H 5.761972 1.716894 2.065711 0.01 -0.02 0.00
H 4.080082 1.949243 3.856685 -0.03 0.03 -0.01
H 1.952259 0.680868 3.673664 -0.01 0.04 -0.02
H -1.931539 -3.193911 -2.466964 -0.02 -0.01 0.00
H -0.947882 -5.398880 -3.083664 0.00 -0.01 0.00
H 0.149107 -6.777111 -1.344887 0.00 0.00 0.00
H 0.254077 -5.996218 0.991233 0.00 0.00 0.00
H -0.245099 -4.387886 2.683767 0.00 0.00 0.00
H -1.755439 -3.507526 2.425643 0.00 0.00 0.01
H -0.213717 -2.718663 2.104522 0.02 0.04 0.00
H -2.765311 2.112573 -1.470392 -0.06 0.02 0.02
H -4.411872 2.648475 -1.787907 -0.02 -0.01 0.00
H -4.030519 0.929940 -1.764845 0.02 0.00 -0.01
H -5.396048 3.569629 0.087042 0.00 0.00 0.00
```
Positions in Å, forces in eV/Å.

---

(4)
The following is a DFT calculation (ωB97M-V/def2-TZVPD) of a single C28H26FN3O4S molecule.

Spin multiplicity = 1
LUMO = 0.0168 hartree
SMILES = CCc1ccc(-c2nc(NC(=O)c3ccc(OCC(=O)Nc4ccc(F)cc4)c(OC)c3)sc2C)cc1
HOMO-LUMO gap = 8.51 eV
Energy above the lowest of the compared OMol25 structures with the same formula, charge and spin = 0.0 kJ/mol

The geometry in XYZ format:
```
63
Properties=species:S:1:pos:R:3:forces:R:3
C 2.695239 2.018242 -4.182605 0.13 0.10 0.13
C 3.041303 1.874239 -2.699077 -0.11 -0.06 -0.20
C 2.210692 0.793374 -2.069296 0.10 -0.01 0.04
C 0.977036 1.083214 -1.497299 0.02 -0.04 -0.08
C 0.196058 0.082687 -0.958039 0.03 -0.06 -0.03
C 0.622055 -1.245300 -0.979495 0.27 0.24 -0.09
C -0.292229 -2.264686 -0.472536 0.13 -0.99 0.43
N -1.625253 -1.968168 -0.542991 -0.53 0.22 -0.39
C -2.373821 -2.922182 -0.139273 1.06 -0.81 0.19
N -3.743860 -2.894512 -0.121900 -0.65 -0.45 0.06
C -4.510100 -1.741899 -0.154766 0.07 -0.08 0.04
O -5.669980 -1.782276 -0.485641 -0.11 0.11 -0.10
C -3.787373 -0.536611 0.328637 -0.13 0.51 0.48
C -3.274865 -0.536910 1.614714 -0.27 -0.01 -0.32
C -2.593393 0.570431 2.091690 0.10 0.23 0.00
C -2.391493 1.672192 1.279073 -0.07 0.03 -0.18
O -1.672984 2.783530 1.634926 -0.14 0.00 -0.29
C -1.167581 2.838925 2.948176 -0.03 -0.04 0.36
C -0.102695 1.767706 3.229724 -0.14 0.38 -0.29
O 0.010251 1.234283 4.309281 -0.05 -0.10 0.26
N 0.673618 1.526835 2.145208 -0.03 0.31 -0.30
C 1.680141 0.559805 2.028007 0.40 -0.29 0.12
C 1.622056 -0.636599 2.735209 -0.08 0.13 -0.06
C 2.611246 -1.586634 2.567286 0.28 -0.03 -0.18
C 3.648002 -1.329604 1.689299 -0.14 0.14 0.04
F 4.602226 -2.269377 1.505366 0.01 0.00 0.00
C 3.732502 -0.141636 0.987151 0.06 -0.25 0.14
C 2.743564 0.805011 1.163944 -0.11 -0.07 0.28
C -2.924688 1.683247 -0.029343 0.04 0.03 0.14
O -2.662699 2.800290 -0.758868 0.12 -0.10 0.38
C -3.138869 2.856119 -2.082433 -0.07 0.00 -0.24
C -3.638547 0.585150 -0.480769 -0.01 0.08 0.05
S -1.491192 -4.342437 0.415547 -0.03 0.79 -0.23
C -0.008126 -3.506767 0.029210 -0.29 0.29 -0.05
C 1.295790 -4.170597 0.288923 0.03 -0.13 -0.11
C 1.852815 -1.539794 -1.559275 -0.17 0.01 0.07
C 2.632252 -0.529587 -2.090550 0.00 0.15 -0.07
H 3.296149 2.800741 -4.640091 0.03 0.07 -0.12
H 2.882975 1.083957 -4.706600 -0.01 -0.07 -0.08
H 1.644230 2.271416 -4.302146 -0.10 0.01 -0.05
H 2.858485 2.826397 -2.196049 0.07 -0.01 0.06
H 4.101655 1.632772 -2.600169 0.02 0.06 0.07
H 0.620754 2.104799 -1.482581 -0.04 0.16 0.01
H -0.765383 0.306272 -0.523438 -0.09 0.04 0.03
H -4.235755 -3.767439 -0.270920 -0.02 0.24 -0.04
H -3.407166 -1.395360 2.255043 0.02 -0.12 0.05
H -2.209799 0.546611 3.098030 0.05 0.04 0.14
H -1.962809 2.752525 3.698033 0.15 -0.08 -0.09
H -0.708541 3.828211 3.041455 -0.06 -0.13 0.03
H 0.523915 2.115250 1.335135 -0.12 -0.13 0.11
H 0.808681 -0.816819 3.417331 -0.06 -0.02 0.05
H 2.582262 -2.520000 3.106619 0.01 -0.11 0.05
H 4.559866 0.031291 0.318425 0.09 -0.01 -0.09
H 2.793992 1.739386 0.627005 0.00 0.11 -0.04
H -2.714679 2.052676 -2.693458 -0.03 0.02 0.02
H -2.810445 3.818951 -2.470754 -0.05 -0.08 -0.02
H -4.231235 2.805416 -2.120312 0.03 -0.02 0.01
H -4.059209 0.564033 -1.472230 -0.02 0.06 -0.14
H 1.605395 -4.770398 -0.568706 0.11 -0.04 0.00
H 1.212375 -4.836429 1.145611 0.13 -0.03 0.07
H 2.063062 -3.427300 0.491855 0.06 0.00 0.04
H 2.191579 -2.560454 -1.631619 0.04 -0.14 0.01
H 3.582550 -0.776235 -2.542709 0.13 -0.02 -0.05
```
Positions in Å, forces in eV/Å.